Entry 1:
The following is a DFT calculation (ωB97M-V/def2-TZVPD) of a structure of composition C12H20O2PdS in a non-equilibrium geometry.

Geometry as XYZ:
```
36
Properties=species:S:1:pos:R:3:forces:R:3:lowdin_charge:R:1
C 3.0547 -2.0532 0.7919 -0.88 0.31 0.30 0.310
C 1.8844 -1.7125 0.6709 0.80 -0.17 -0.04 -0.071
C 0.4709 -1.3254 0.5261 -0.26 -0.63 0.04 -0.604
C -0.1545 -1.3669 1.9161 0.40 0.50 0.16 0.057
C 0.6222 0.0913 -0.0058 0.19 0.83 0.11 -0.261
S 2.0891 0.6273 0.9699 -0.21 0.06 0.16 1.316
C 3.0926 1.7748 0.0339 0.65 -0.26 -0.58 -0.405
C 4.0023 1.0740 -0.9974 -1.22 0.52 -0.84 -0.173
O -0.0745 -2.2035 -0.3981 -0.28 0.23 -0.38 0.053
C -1.4999 -2.1360 -0.5763 -1.52 -1.55 0.14 -0.384
O -2.1550 -3.0521 -0.1784 1.10 0.89 -0.30 0.216
C -2.1133 -0.9579 -1.2832 0.20 0.06 0.76 -0.073
C -3.1828 -0.3202 -0.3723 0.06 0.70 -0.12 -0.160
C -3.2169 1.2175 -0.4882 0.21 -0.56 0.50 -0.215
C -2.6205 1.9173 0.7361 0.44 -0.15 -0.49 -0.086
H 3.9818 -2.3688 1.1851 0.85 -0.24 -0.06 0.104
H 0.1856 -2.2368 2.4512 -0.19 -0.47 0.13 0.120
H 0.1921 -0.5018 2.4745 0.03 0.17 0.28 0.093
H -1.2313 -1.3065 1.8938 -0.34 -0.13 -0.19 0.103
H -0.2224 0.7518 0.1534 -0.10 0.22 0.18 0.092
H 0.9142 0.0296 -1.0451 -0.19 0.15 -0.40 0.058
H 3.7125 2.3245 0.7243 -0.02 0.06 0.66 0.103
H 2.4453 2.5005 -0.4547 -0.49 -0.04 -0.02 0.116
H 3.7235 -0.0538 -1.1463 1.32 0.04 1.10 0.033
H 3.8925 1.5982 -1.9774 0.60 0.29 0.42 0.093
H 5.0395 1.1158 -0.7252 0.42 -0.46 0.20 0.114
H -1.3862 -0.2195 -1.5917 0.31 0.14 -0.14 0.093
H -2.6170 -1.3124 -2.1661 0.07 -0.33 -0.48 0.143
H -4.1491 -0.7278 -0.6078 -0.32 -0.31 -0.18 0.124
H -3.0109 -0.5780 0.6604 0.08 -0.22 0.41 0.091
H -4.2321 1.5548 -0.6029 -0.37 0.07 -0.22 0.111
H -2.6605 1.4813 -1.3746 -0.08 0.42 -0.43 0.098
H -1.5925 2.2302 0.5572 0.24 0.19 -0.03 0.048
H -2.5944 1.2618 1.5934 -0.23 -0.12 0.43 0.068
H -3.1675 2.8089 0.9795 -0.18 0.39 0.24 0.080
Pd 2.5780 0.0734 -2.3265 -1.09 -0.63 -1.31 0.598
```
Positions in Å, forces in eV/Å.

Largest force on an atom, eV/A: 2.17
Energy, eV: -31152.1611
Orbital gap, eV: 4.08
Net charge: +2

=====

Entry 2:
The following is a DFT calculation (ωB97M-V/def2-TZVPD) of a cluster of 3 separate species, C12H20O6 in total in a non-equilibrium geometry.

Geometry as XYZ:
```
38
Properties=species:S:1:pos:R:3:forces:R:3:lowdin_charge:R:1
C 3.0439 -0.8225 1.3980 -0.15 0.05 -1.15 -0.136
C 1.8334 0.0231 0.6635 -0.53 -0.20 0.19 -0.202
C 0.4243 0.0388 1.5145 0.74 -0.25 0.30 -0.189
O -0.6615 -0.1499 0.4960 -1.75 -2.99 2.94 -0.170
C -1.4661 -1.2615 1.0955 2.77 -4.56 -2.49 -0.130
O -1.1509 -2.5317 0.8081 -2.20 8.34 2.12 -0.054
H 4.0424 -0.5895 0.8008 -2.04 -0.37 1.49 0.083
H 3.1700 -0.5834 2.5395 -0.23 -0.49 -2.31 0.081
H 2.8138 -1.9648 1.1960 0.48 2.29 0.81 0.081
H 2.1170 1.1597 0.4572 -0.67 -3.18 0.34 0.080
H 1.5939 -0.5668 -0.3459 0.45 1.53 2.20 0.131
H 0.3441 -0.8397 2.3151 0.49 1.83 -1.68 0.132
H 0.1985 1.0425 2.0723 0.63 -1.79 -1.08 0.128
H -2.3321 -0.9189 1.8169 1.68 -0.76 -1.49 0.175
O 3.4690 2.3454 0.4951 0.27 2.36 0.63 0.066
C 3.1883 3.5306 0.5647 0.31 -1.76 0.00 -0.436
O 3.1942 4.2564 1.7211 0.21 -0.84 -0.46 0.037
C 2.7113 5.5716 1.4510 -0.19 0.68 0.38 -0.170
C 2.9234 5.7776 -0.0260 0.05 0.78 -0.52 -0.169
C 2.7454 4.3876 -0.5823 0.21 0.35 -0.33 -0.080
H 1.6534 5.6194 1.7297 0.08 -0.02 0.00 0.130
H 3.2685 6.2989 2.0486 -0.09 -0.31 0.07 0.130
H 2.2414 6.5134 -0.4603 0.10 -0.06 0.14 0.122
H 3.9498 6.1179 -0.2095 -0.18 -0.01 0.05 0.125
H 1.6975 4.1703 -0.8070 0.10 -0.14 -0.06 0.139
H 3.3725 4.2241 -1.4618 -0.30 -0.30 0.11 0.134
O -6.6557 -4.0821 -1.7584 1.90 0.37 0.49 0.095
C -5.4378 -4.0461 -1.6993 -2.19 0.22 -0.22 -0.462
O -4.7302 -3.1765 -0.9200 -0.91 -0.41 -0.27 0.028
C -3.3371 -3.3410 -1.1809 0.77 0.26 0.35 -0.175
C -3.2012 -4.7262 -1.7569 0.70 -0.55 -0.11 -0.165
C -4.5034 -4.9062 -2.4952 0.33 -0.47 0.05 -0.092
H -3.0196 -2.5650 -1.8852 -0.03 -0.03 0.02 0.135
H -2.7720 -3.2285 -0.2511 -0.41 0.04 -0.33 0.086
H -2.3186 -4.8440 -2.3912 -0.08 0.07 0.15 0.121
H -3.1349 -5.4607 -0.9450 0.04 0.14 -0.11 0.125
H -4.4479 -4.5225 -3.5177 -0.15 -0.09 0.04 0.135
H -4.8268 -5.9496 -2.4897 -0.22 0.29 -0.25 0.130
```
Positions in Å, forces in eV/Å.

Largest force on an atom, eV/A: 8.88
Energy, eV: -25050.0110
Orbital gap, eV: 10.06
ΔE to the lowest compared entry with this formula, charge and spin, kcal/mol: 0.00

=====

Entry 3:
The following is a DFT calculation (ωB97M-V/def2-TZVPD) of a structure of composition C12H21AsN2S4ScSe in a non-equilibrium geometry.

Geometry as XYZ:
```
42
Properties=species:S:1:pos:R:3:forces:R:3:lowdin_charge:R:1
Sc 0.6226 -1.0145 0.6092 -0.17 0.06 -0.12 0.074
S 4.7273 -3.0010 0.7007 -0.44 -0.17 -0.36 -0.157
As 2.7341 -3.3647 0.1085 0.54 0.41 -0.09 -0.405
S 1.9325 -1.6703 -1.2341 0.89 0.41 -0.23 0.076
S 1.4762 -2.7864 1.8681 0.33 -0.40 1.00 0.086
S 2.1589 -5.1870 -0.8068 -0.07 0.30 0.31 -0.115
C -2.1430 1.1978 0.9635 0.60 -0.97 -0.16 -0.079
N -1.4483 0.3129 0.0160 -0.06 -0.74 0.02 -0.325
C -0.7673 1.1253 -0.9764 0.31 -0.34 -0.28 -0.109
C -2.4057 -0.6238 -0.6226 0.13 0.38 -0.61 -0.183
C -2.4192 -1.9566 0.0965 -0.16 0.68 -0.31 -0.218
N -1.1156 -2.5948 0.0746 0.20 -0.12 0.24 -0.350
C -0.7591 -3.0027 -1.3061 -1.44 -0.21 0.46 -0.161
C -1.2346 -3.7932 0.9298 -0.87 -0.08 -0.57 -0.149
H -2.7244 1.8785 0.3762 -0.81 0.62 -0.14 0.085
H -1.4200 1.7317 1.5598 0.25 0.11 0.17 0.026
H -2.7435 0.5731 1.6117 -0.34 0.10 0.21 0.091
H -1.4793 1.6244 -1.6370 -0.03 0.06 -0.24 0.103
H -0.0686 0.4920 -1.5510 -0.27 0.31 -0.12 0.071
H -0.1915 1.8640 -0.4515 0.33 0.40 0.04 0.042
H -2.1539 -0.7193 -1.7066 0.07 -0.19 0.87 0.128
H -3.4175 -0.2042 -0.6486 -0.05 0.12 0.23 0.123
H -3.2018 -2.5725 -0.3577 0.02 -0.33 -0.09 0.125
H -2.6986 -1.8263 1.1418 -0.08 0.20 0.12 0.124
H -1.6158 -3.5486 -1.7217 -0.13 -0.15 -0.13 0.099
H 0.0935 -3.6600 -1.2822 0.38 0.00 -0.17 -0.030
H -0.6006 -2.1029 -1.8765 0.28 -0.16 -0.42 0.026
H -2.1454 -4.2941 0.5734 0.08 -0.46 0.05 0.090
H -1.4126 -3.5397 1.9713 0.27 0.20 0.04 0.076
H -0.3766 -4.4387 0.8327 0.20 -0.08 -0.01 0.030
Se 1.3477 1.1298 2.0071 0.29 0.09 0.27 0.609
C 1.7879 2.6678 0.9419 -0.31 -0.45 0.00 -0.669
C 0.8697 3.6904 0.8363 -0.81 1.40 -0.24 -0.176
C 1.1543 4.8599 0.1047 0.21 -1.03 0.20 -0.100
C 2.3797 4.9570 -0.5155 0.82 0.94 -1.15 -0.128
C 3.3157 3.9284 -0.4604 -0.63 -0.50 0.66 -0.088
C 2.9985 2.7887 0.2678 0.29 0.23 0.09 -0.119
H -0.1137 3.6250 1.3091 0.37 -0.13 0.00 0.088
H 0.4302 5.6449 -0.0421 -0.19 0.07 0.24 0.091
H 2.6260 5.8446 -1.1241 -0.22 -0.41 0.42 0.099
H 4.2809 3.9609 -0.9413 0.01 0.28 -0.17 0.098
H 3.7206 2.0039 0.3614 0.23 -0.43 -0.05 0.100
```
Positions in Å, forces in eV/Å.

Largest force on an atom, eV/A: 1.70
Energy, eV: -205997.2568
Orbital gap, eV: 6.37
Net charge: -1

=====

Question: Number 2 is which compound?
Answer: C12H20O6

=====

Question: The lowest orbital gap belongs to which entry?
Answer: C12H20O2PdS